Entry from the Open Molecules 2025 dataset: a molecular structure, C20H37N2O4PPdSSeSi (ωB97M-V with the def2-TZVPD basis set).

Calculated values
HOMO = -14.8710 eV
frontier orbital gap = 7.74 eV
spin multiplicity = 1
total charge = +2
E_LUMO = -7.13 eV

XYZ file:
```
68
Properties=species:S:1:pos:R:3:forces:R:3:nbo_charge:R:1
Pd 0.2650 0.3050 0.2306 0.0 -1.1 0.1 0.6564
C -4.2361 1.4033 -3.1975 0.0 0.0 0.0 -0.4201
N -2.9180 1.1852 -2.6011 0.0 0.0 0.0 -0.3780
C -1.7796 1.7298 -3.3352 0.0 0.0 0.0 -0.4219
C -2.7411 0.4526 -1.5058 0.0 0.2 -0.1 0.7163
C -3.9588 -0.1352 -0.8443 0.0 0.0 0.0 -0.7138
O -1.5996 0.2381 -1.0387 0.0 0.1 0.2 -0.7899
H -4.1642 2.2435 -3.8825 0.0 0.0 0.0 0.2335
H -4.9769 1.6490 -2.4407 0.0 0.0 0.0 0.2193
H -4.5669 0.5285 -3.7589 0.0 0.0 0.0 0.2193
H -1.7988 1.3600 -4.3604 0.0 0.0 0.0 0.2220
H -0.8558 1.4187 -2.8598 0.0 0.0 0.0 0.2323
H -1.8374 2.8181 -3.3546 0.0 0.0 0.0 0.2172
H -4.5920 -0.6632 -1.5563 0.0 0.0 0.0 0.2554
H -4.5666 0.6499 -0.3902 0.0 0.0 0.0 0.2486
H -3.6371 -0.8301 -0.0740 0.0 0.0 0.0 0.2281
O 2.2654 -2.5886 -2.0739 -0.1 0.0 0.0 -0.8414
S 2.6070 -1.4197 -1.3461 0.0 0.0 -0.1 2.2709
O 2.8037 -1.7752 0.1829 0.1 0.0 0.0 -0.8798
N 1.6083 -0.1949 -1.3866 0.1 0.1 0.1 -0.9773
C 2.3628 0.9972 -1.3908 0.0 0.3 0.1 0.6585
O 1.8615 2.0330 -1.0128 0.1 0.0 -0.2 -0.5562
C 3.7808 0.7616 -1.7766 0.0 -0.1 0.0 -0.1581
C 4.7649 1.6786 -2.0833 0.0 0.0 0.0 -0.1362
C 6.0277 1.1866 -2.4052 0.0 0.0 0.0 -0.1476
C 6.2991 -0.1790 -2.4132 0.0 0.0 0.0 -0.1585
C 5.3168 -1.1121 -2.0935 0.0 0.0 0.0 -0.1749
C 4.0773 -0.5971 -1.7813 0.0 0.0 0.0 -0.2600
H 4.5512 2.7387 -2.0836 0.0 0.0 0.0 0.2553
H 6.8170 1.8805 -2.6605 0.0 0.0 0.0 0.2497
H 7.2903 -0.5238 -2.6736 0.0 0.0 0.0 0.2518
H 5.5188 -2.1741 -2.0961 0.0 0.0 0.0 0.2575
C 1.3009 -4.7728 0.4168 -0.1 0.0 0.0 -1.1563
Si -0.0215 -3.4876 0.5895 0.1 -0.3 0.1 1.5621
C -0.9902 -3.1051 -0.9303 0.1 0.1 0.0 -1.1667
C -1.0891 -3.6539 2.1031 0.0 -0.1 -0.1 -1.1590
Se 1.3641 -1.6102 1.3448 -0.2 0.5 -0.1 0.3922
H 0.9173 -5.5755 -0.2184 0.0 0.0 0.0 0.2781
H 1.5757 -5.2014 1.3809 0.0 0.0 0.0 0.2683
H 2.2014 -4.3912 -0.0633 0.0 0.0 0.0 0.2682
H -1.5942 -3.9923 -1.1468 0.0 0.0 0.0 0.2762
H -0.3578 -2.9133 -1.7947 0.0 0.0 -0.1 0.2758
H -1.6590 -2.2575 -0.7894 0.0 0.0 0.0 0.2599
H -1.6542 -4.5855 1.9949 0.0 0.0 0.0 0.2841
H -1.8214 -2.8519 2.1818 0.0 0.0 0.0 0.2439
H -0.5255 -3.7337 3.0339 0.0 0.0 0.0 0.2641
C -2.5916 0.4462 4.0768 0.0 0.0 0.0 -0.6172
C -1.8975 -0.1174 2.8335 0.0 0.1 0.1 -0.7402
P -0.7139 1.0303 2.0888 -0.1 0.1 0.1 1.2405
C -1.5894 2.5759 1.6840 0.1 0.0 -0.1 -0.7487
C -1.0024 3.3205 0.4791 0.0 0.0 0.0 -0.6158
C 0.5450 1.4168 3.3364 0.0 0.1 0.0 -0.7497
C 1.7125 2.2239 2.7637 0.0 0.0 0.0 -0.6096
H -3.3266 -0.2669 4.4460 0.0 0.0 0.0 0.2486
H -3.1169 1.3762 3.8580 0.0 0.0 0.0 0.2219
H -1.8806 0.6341 4.8802 0.0 0.0 0.0 0.2236
H -2.6186 -0.3696 2.0530 0.0 0.0 0.0 0.2493
H -1.3521 -1.0312 3.0796 0.0 0.0 0.0 0.2395
H -1.5524 3.2049 2.5770 0.0 0.0 0.0 0.2602
H -2.6392 2.3238 1.5169 0.0 0.0 0.0 0.2512
H 0.0362 3.6068 0.6417 0.0 0.0 0.0 0.2265
H -1.5716 4.2315 0.2998 0.0 0.0 0.0 0.2472
H -1.0485 2.7162 -0.4278 0.0 0.0 0.0 0.2149
H 0.8863 0.4752 3.7748 0.0 0.0 0.0 0.2481
H 0.0434 1.9750 4.1313 0.0 0.0 0.0 0.2594
H 2.2588 1.6558 2.0090 0.0 0.0 0.0 0.2107
H 2.4094 2.4866 3.5574 0.0 0.0 0.0 0.2499
H 1.3746 3.1522 2.3014 0.0 0.0 0.1 0.2204
```
Positions in Å, forces in eV/Å.

Entry from the Open Molecules 2025 dataset: a molecular structure, C28H25N7PPtSe2 (ωB97M-V with the def2-TZVPD basis set).

Calculated values
HOMO (alpha / beta) = -15.7867 / -16.0067 eV
frontier orbital gap (alpha / beta) = 7.35 / 5.27 eV
spin multiplicity = 5
total charge = +3
<S²> = 6.02
E_LUMO (alpha / beta) = -8.44 / -10.74 eV

XYZ file:
```
64
Properties=species:S:1:pos:R:3:forces:R:3:lowdin_spin:R:1
Pt 1.7942 -1.0933 -0.8392 -0.3 0.6 -0.7 0.6448
Se -0.2273 1.3234 1.5843 0.1 -0.3 0.1 0.9226
P -1.6436 0.3558 2.9343 -0.9 0.5 -0.1 0.4599
Se 0.1508 -1.7637 0.7513 0.0 0.3 0.0 1.1983
C -2.2695 1.5995 4.0900 0.3 -0.5 -0.4 0.0894
C -1.7464 1.6433 5.3809 0.1 0.2 0.1 0.0178
C -2.1786 2.6331 6.2495 0.0 -0.1 0.0 0.0002
C -3.1249 3.5574 5.8258 0.0 0.0 0.1 0.0165
C -3.6367 3.5079 4.5342 -0.1 0.0 -0.1 0.0041
C -3.2245 2.5219 3.6548 -0.1 0.1 0.1 0.0278
C -3.0331 -0.3506 2.0233 0.5 0.0 0.2 0.0675
C -3.9804 -1.0390 2.7883 0.0 0.0 0.1 0.0393
C -5.0427 -1.6711 2.1651 0.0 0.0 0.0 -0.0003
C -5.1581 -1.6325 0.7821 0.0 0.0 0.0 0.0427
C -4.2136 -0.9503 0.0223 0.1 0.0 -0.1 0.0082
C -3.1421 -0.3203 0.6292 -0.1 0.0 0.0 0.0416
H -1.0115 0.9188 5.7088 0.0 0.0 0.0 0.0034
H -1.7697 2.6844 7.2491 -0.1 0.0 0.0 -0.0002
H -3.4778 4.3139 6.5139 0.0 0.0 0.0 0.0008
H -4.3656 4.2372 4.2073 0.0 0.0 0.0 0.0007
H -3.6329 2.4799 2.6530 0.0 0.0 0.0 0.0002
H -3.8891 -1.0787 3.8676 0.0 0.0 0.0 0.0012
H -5.7760 -2.2009 2.7576 0.0 0.0 0.0 -0.0007
H -5.9899 -2.1243 0.2960 0.0 0.0 0.0 0.0020
H -4.3244 -0.8944 -1.0533 0.0 0.0 0.0 0.0000
H -2.4237 0.2258 0.0323 0.0 0.0 0.0 0.0064
N 5.2494 -0.2108 1.1019 0.0 0.0 -0.2 0.0035
C 4.5347 -0.2261 2.2716 -0.3 0.0 0.1 0.0010
C 3.2300 -0.4038 1.9255 0.1 0.0 0.2 0.0173
N 3.1529 -0.4894 0.5591 0.3 0.0 -0.2 0.0224
C 4.3963 -0.3748 0.0813 0.1 0.1 0.4 0.0077
C 4.5840 -0.4352 -1.3461 0.0 0.0 -0.4 0.0023
N 3.5154 -0.6927 -2.0966 -0.1 0.0 0.7 0.0037
C 3.9114 -0.6384 -3.4025 0.1 0.0 -0.2 0.0011
C 5.2456 -0.3489 -3.4384 -0.2 0.0 -0.1 0.0003
N 5.6495 -0.2205 -2.1373 0.0 -0.1 0.1 0.0009
H 6.2506 -0.0963 1.0368 0.0 0.0 0.0 0.0001
H 4.9920 -0.1163 3.2398 0.1 0.0 0.0 0.0000
H 2.3635 -0.4628 2.5605 0.0 0.0 0.0 0.0107
H 3.2379 -0.8109 -4.2243 0.0 0.0 0.0 0.0000
H 5.9181 -0.2216 -4.2694 0.0 0.0 0.0 0.0000
H 6.5993 -0.0311 -1.8526 0.0 0.0 0.0 0.0000
N -0.8184 -0.4452 -2.8752 -0.1 0.0 0.2 0.0014
C -0.1393 0.7506 -2.6551 -0.1 0.2 -0.1 0.0152
C -0.5599 1.8901 -3.3496 0.1 0.0 0.1 0.0096
C 0.1150 3.0761 -3.1606 -0.1 0.0 0.0 -0.0058
C 1.1745 3.1249 -2.2569 0.0 0.0 0.1 0.0080
C 1.5109 1.9732 -1.5882 0.1 0.3 0.0 0.0160
N 0.8659 0.8135 -1.7876 0.3 -0.7 0.3 0.2093
C -0.3055 -1.7226 -2.9842 0.0 0.0 0.0 0.0068
C -0.9394 -2.6280 -3.8439 0.0 -0.1 0.0 0.0017
C -0.4441 -3.9019 -3.9858 0.0 0.1 0.1 -0.0007
C 0.6919 -4.2733 -3.2633 0.0 0.0 0.1 0.0028
C 1.2601 -3.3504 -2.4299 -0.1 -0.3 -0.3 0.0186
N 0.7695 -2.0910 -2.2814 0.2 -0.3 0.0 0.0384
H -1.6650 -0.3231 -3.4087 0.0 0.0 -0.1 -0.0002
H -1.3894 1.8209 -4.0411 0.0 0.0 0.0 0.0018
H -0.1700 3.9576 -3.7196 0.0 0.0 0.0 -0.0002
H 1.7162 4.0412 -2.0727 0.0 0.0 0.0 0.0013
H 2.3055 1.9642 -0.8526 0.0 -0.1 0.0 0.0019
H -1.8057 -2.3049 -4.4059 0.0 0.0 0.0 0.0002
H -0.9211 -4.6058 -4.6545 0.0 0.0 0.0 0.0001
H 1.1150 -5.2635 -3.3466 0.0 0.0 0.0 0.0000
H 2.1397 -3.6061 -1.8542 0.0 0.1 0.1 0.0084
```
Positions in Å, forces in eV/Å.

Entry from the Open Molecules 2025 dataset: a molecular structure, BrK (ωB97M-V with the def2-TZVPD basis set).

Calculated values
HOMO = -6.1294 eV
frontier orbital gap = 3.91 eV
spin multiplicity = 1
E_LUMO = -2.22 eV

XYZ file:
```
2
Properties=species:S:1:pos:R:3:forces:R:3:nbo_charge:R:1
K 0.0000 0.0000 0.0000 0.0 0.0 0.6 0.9832
Br 0.0000 0.0000 5.3000 0.0 0.0 -0.6 -0.9832
```
Positions in Å, forces in eV/Å.

Entry from the Open Molecules 2025 dataset: 9 unconnected molecules or ions with the total composition C12H42O9 (ωB97M-V with the def2-TZVPD basis set).

Calculated values
HOMO = -9.9111 eV
frontier orbital gap = 9.78 eV
spin multiplicity = 1
SMILES string = CC(C)O.CC(C)O.CC(C)O.CC(C)O.O.O.O.O.O
E_LUMO = -0.13 eV

XYZ file:
```
63
Properties=species:S:1:pos:R:3:forces:R:3:nbo_charge:R:1
O -0.4656 8.5052 0.8505 0.0 0.2 -0.1 -0.9638
H 0.0439 8.5965 1.6662 0.0 -0.3 0.2 0.4880
H 0.0308 7.8803 0.3168 0.0 0.0 0.0 0.4678
O -1.5574 10.8067 3.1524 -0.1 0.1 -0.1 -0.9592
H -1.8188 9.9347 2.8343 0.0 -0.1 -0.1 0.4870
H -0.6031 10.8326 3.0318 0.0 0.0 0.1 0.4763
O 1.3222 10.9194 4.4189 0.0 0.0 0.0 -0.9666
H 1.1849 10.9720 5.3700 -0.1 0.0 0.0 0.4886
H 1.5485 11.8154 4.1519 0.1 0.0 -0.1 0.4914
O -4.1372 12.3621 2.4503 0.0 0.0 -0.1 -0.9525
H -4.0827 13.3055 2.2780 0.0 0.0 0.0 0.4631
H -3.2218 12.0501 2.4245 0.0 -0.1 0.2 0.4898
O 0.4243 8.3006 3.6204 -0.1 0.0 -0.1 -0.9751
H 1.0121 7.6583 4.0250 0.1 0.0 0.0 0.4793
H 0.7161 9.1670 3.9317 0.2 0.1 0.1 0.4949
C -0.8308 14.1422 1.6803 0.8 -1.2 -0.1 -0.6191
C 0.1117 14.7050 0.6501 -0.1 0.9 -0.2 0.0974
C -0.5219 14.8684 -0.7229 -0.3 0.4 -0.2 -0.6339
O 0.5608 15.9761 1.1589 -0.1 -0.2 -0.1 -0.7311
H -1.0565 13.1265 1.3318 -0.3 0.0 0.2 0.2149
H -1.7582 14.6619 1.8930 0.1 0.4 -0.2 0.2139
H -0.2278 14.0326 2.5810 -0.4 0.1 0.3 0.2059
H 0.9738 14.0287 0.6021 0.0 0.0 -0.1 0.1514
H 0.0702 15.5260 -1.3665 0.2 -0.2 0.0 0.2054
H -1.4963 15.3622 -0.6330 0.1 -0.1 0.1 0.2115
H -0.6825 13.9262 -1.2464 0.1 -0.1 0.1 0.2165
H 1.1932 16.3572 0.5412 0.0 0.0 0.0 0.4647
C -1.8944 14.0187 4.9635 -0.5 0.0 0.3 -0.6256
C -1.0646 14.9260 5.8488 0.0 0.1 0.0 0.0956
C -0.1082 15.7875 5.0572 0.0 -0.1 -0.3 -0.6177
O -1.9141 15.8037 6.5893 0.1 0.1 0.1 -0.7279
H -1.2700 13.3269 4.4034 -0.1 -0.2 0.0 0.2063
H -2.5248 14.5848 4.2746 0.3 0.2 -0.1 0.2077
H -2.6124 13.4753 5.5844 0.2 -0.3 -0.1 0.2152
H -0.4941 14.3027 6.5516 0.0 0.0 0.0 0.1429
H 0.4425 16.4706 5.6991 0.0 0.0 0.0 0.2177
H -0.6612 16.3587 4.3096 0.0 0.1 0.0 0.2191
H 0.5989 15.1572 4.5110 0.0 0.1 0.1 0.1971
H -2.2639 15.3295 7.3475 -0.1 0.0 0.0 0.4675
C -3.7344 9.6662 0.7531 0.0 0.0 -0.2 -0.6217
C -5.1903 9.6065 0.3507 -0.2 -0.3 -0.4 0.0922
C -5.3691 9.3457 -1.1473 -0.2 0.1 0.3 -0.6219
O -5.8406 8.5212 1.0437 -0.1 0.1 0.0 -0.7407
H -3.2400 10.5011 0.2530 0.0 0.0 0.1 0.2091
H -3.2255 8.7515 0.4463 0.0 0.0 0.1 0.2196
H -3.6625 9.7959 1.8317 0.0 0.0 0.0 0.1969
H -5.6993 10.5403 0.5950 0.1 0.1 0.2 0.1699
H -5.2193 8.2872 -1.3577 0.2 0.0 0.0 0.2141
H -4.6712 9.9448 -1.7302 0.0 0.0 -0.1 0.2040
H -6.3875 9.5997 -1.4482 0.1 0.0 0.0 0.2078
H -6.3280 8.8912 1.7830 0.0 0.0 0.0 0.4669
C -3.3670 8.5945 6.3599 0.2 -0.1 0.1 -0.6192
C -4.0102 8.4757 4.9971 -0.3 -0.2 -0.1 0.0981
C -4.1031 7.0316 4.5337 -0.3 -0.2 0.4 -0.6441
O -5.3276 9.0383 5.0999 0.1 0.0 0.0 -0.7234
H -2.4308 8.0316 6.3806 0.0 0.1 0.0 0.2029
H -4.0296 8.1714 7.1169 0.0 0.0 0.0 0.2120
H -3.1492 9.6269 6.6329 -0.1 0.0 -0.1 0.2150
H -3.4442 9.0390 4.2493 0.1 0.1 0.1 0.1546
H -4.8956 6.5341 5.1052 0.0 0.1 -0.1 0.2058
H -3.1976 6.4670 4.7583 0.1 0.1 -0.3 0.2144
H -4.3432 6.9762 3.4719 0.1 -0.1 0.0 0.2217
H -5.8872 8.6140 4.4425 0.0 0.1 0.0 0.4615
```
Positions in Å, forces in eV/Å.

For the records above, the corresponding molecular weight values read 646.03, 843.53, 119.00, 330.46 g mol⁻¹.
For the records above, the corresponding electronic energy values read -129325.82129, -183076.14181, -86366.84085, -31552.65187 eV.
For the records above, the corresponding ΔE to the lowest compared entry with this formula, charge and spin values read 0.00, 0.00, 45.67, 17.60 kcal per mole.